# C16H37N4O6S2

A cluster of 3 separate species, C16H37N4O6S2 in total (ωB97M-V/def2-TZVPD, the Open Molecules 2025 dataset).

- 2S+1: 1
- Energy: -2098.24991 Ha
- E_HOMO: -10.88 eV
- Net charge: +1

```
65
Properties=species:S:1:pos:R:3:forces:R:3
C -2.828903 -0.252365 -1.715184 1.4 -0.5 -0.4
C -2.085793 -1.150499 -0.734316 -1.6 1.4 -1.6
O -2.664917 -1.726511 0.116024 0.3 -1.1 1.2
N -0.640708 -1.287832 -0.963905 0.2 0.0 1.3
C -0.185693 -2.703874 -1.088157 0.6 -0.1 -0.5
S 0.297471 -0.404898 0.094198 0.1 0.7 -0.8
S 0.283808 1.514426 -0.700229 -0.2 -0.2 0.4
N -0.455792 -0.189279 1.591771 1.0 -0.4 -0.5
C -0.579383 -1.254886 2.242852 -1.7 1.0 -1.1
O -1.038602 -2.160955 2.744220 0.6 -1.0 1.2
H -2.683818 0.795681 -1.447351 -0.3 0.0 0.0
H -2.355998 -0.397405 -2.691230 -0.2 0.1 0.0
H -3.874611 -0.531827 -1.748816 -0.1 0.2 0.2
H -0.052148 -3.225713 -0.141534 -0.3 0.0 0.0
H -0.900517 -3.208782 -1.735074 -0.2 0.0 0.2
H 0.762386 -2.699789 -1.627914 0.1 0.1 0.2
H -1.038743 1.810265 -0.550704 0.3 -0.3 0.1
C 7.156704 -4.322162 -3.727023 0.0 -0.1 0.2
O 7.415172 -3.736503 -2.461628 -0.1 0.0 -0.3
C 7.855389 -2.384672 -2.541708 0.2 0.0 0.4
C 6.827237 -1.463035 -1.917293 -0.2 -0.2 -0.2
N 5.620483 -1.398019 -2.738123 0.0 0.1 0.3
C 4.507284 -0.712335 -2.097288 0.0 -0.2 -0.3
C 3.894801 -1.369973 -0.860816 -0.1 0.3 -0.1
O 3.229988 -2.595849 -1.127536 0.1 0.1 0.2
C 4.058107 -3.754683 -1.081158 -0.2 -0.1 -0.1
H 6.917357 -5.371819 -3.564196 0.0 0.0 0.1
H 6.303821 -3.843295 -4.220197 0.1 0.0 -0.1
H 8.036015 -4.262305 -4.373368 0.0 0.0 -0.1
H 8.079220 -2.089947 -3.570002 -0.1 0.0 0.0
H 8.782331 -2.314247 -1.966244 0.0 0.0 0.0
H 7.251285 -0.460059 -1.821032 0.0 0.0 0.0
H 6.608029 -1.843687 -0.911008 0.2 0.0 0.1
H 5.330061 -2.340205 -2.965389 0.0 0.0 -0.1
H 3.718118 -0.621576 -2.850425 -0.1 0.0 0.1
H 4.816717 0.306184 -1.842621 0.0 0.0 0.1
H 3.119147 -0.692718 -0.487404 0.0 0.0 0.0
H 4.615770 -1.482256 -0.044795 0.1 -0.1 -0.1
H 4.870501 -3.649773 -0.360258 0.0 0.1 -0.1
H 4.463010 -3.982684 -2.068245 0.2 0.0 0.1
H 3.435087 -4.597361 -0.779786 0.0 0.1 0.0
C -5.932860 5.615504 3.509223 0.2 0.0 -0.1
O -4.717638 4.914594 3.722354 -0.3 0.0 0.0
C -4.861626 3.772288 4.559334 0.5 0.0 0.1
C -4.577054 2.508741 3.771987 -0.2 0.1 -0.2
N -5.631136 2.254058 2.796106 0.3 -0.1 0.0
C -5.318459 1.185931 1.854437 -0.3 0.2 0.0
C -4.170080 1.426843 0.876169 -0.1 -0.3 0.0
O -4.419952 2.446004 -0.075848 0.4 0.0 0.1
C -4.072427 3.761019 0.339495 -0.2 0.1 -0.3
H -5.702199 6.513655 2.938692 0.1 0.0 0.0
H -6.644194 5.012303 2.935611 -0.1 0.0 0.1
H -6.384824 5.913130 4.458787 -0.1 0.0 0.0
H -5.847871 3.732649 5.028148 -0.1 0.0 -0.1
H -4.117867 3.862860 5.356214 0.0 0.0 0.0
H -4.512010 1.660851 4.459826 0.0 0.0 0.0
H -3.599870 2.634963 3.284396 0.1 0.0 0.2
H -5.803921 3.102861 2.273335 -0.1 0.0 0.1
H -6.222013 1.009800 1.265560 0.1 -0.1 -0.1
H -5.123933 0.265275 2.413476 0.1 0.0 0.0
H -4.048976 0.510759 0.298936 -0.1 -0.1 0.1
H -3.211603 1.595342 1.388918 0.0 0.2 0.1
H -3.217704 3.765723 1.021593 -0.1 0.0 0.1
H -4.922445 4.259570 0.807471 0.1 0.1 0.1
H -3.809012 4.332495 -0.551330 0.0 -0.1 0.0
```
Forces are in eV/Å.

Atomic partial charges in e from the natural (NBO) method, atoms 1 to 8:
1. C -0.725
2. C 0.707
3. O -0.483
4. N -0.670
5. C -0.438
6. S 1.129
7. S 0.008
8. N -0.766